1.
{"formula": "C25H47ClINO3Si2V", "method": "ωB97M-V/def2-TZVPD", "elements": ["O", "H", "H", "C", "C", "Cl", "H", "H", "H", "C", "H", "H", "C", "H", "C", "C", "C", "Si", "C", "H", "O", "H", "H", "H", "I", "H", "H", "C", "Si", "H", "C", "C", "H", "H", "H", "H", "C", "C", "C", "H", "H", "C", "H", "H", "C", "C", "H", "C", "H", "H", "C", "H", "H", "H", "H", "H", "H", "H", "H", "H", "H", "H", "H", "H", "O", "N", "H", "H", "H", "H", "C", "H", "H", "C", "V", "C", "H", "C", "C", "H", "C"], "positions_angstrom": [[2.343, -0.061, -0.678], [1.458, -0.781, 5.863], [2.689, -2.281, -2.615], [0.644, -1.840, 2.784], [-2.662, 2.016, -3.722], [-4.678, 4.130, 4.777], [1.359, -4.515, -1.220], [-3.477, 2.058, 0.257], [-1.927, 2.834, -3.831], [1.394, -0.011, 5.084], [-4.140, 3.109, -1.016], [-3.621, 2.428, -4.066], [-2.252, 0.855, 2.723], [2.999, 0.125, -2.661], [4.162, 1.435, -1.436], [2.714, -1.443, -0.606], [-2.178, 4.584, 3.013], [1.930, -0.556, 3.365], [-0.734, 1.002, -1.748], [-0.194, -5.281, -0.905], [-1.646, 0.005, 1.962], [-2.459, 3.357, -0.452], [0.168, -3.920, -6.141], [2.048, 0.818, 5.384], [-4.109, -1.399, 3.600], [1.445, -2.740, -5.866], [2.638, 1.058, 1.370], [-0.268, -3.824, -2.456], [-2.563, 1.339, -1.962], [-0.073, -2.239, -6.602], [-1.076, 4.797, 2.215], [-3.227, 2.597, -0.674], [-0.108, 1.841, -2.037], [4.979, 0.728, -1.227], [4.396, -0.608, 3.365], [3.796, -3.021, -1.502], [-3.751, 2.908, 4.014], [-4.150, 1.578, 4.126], [3.626, -1.394, 3.362], [0.738, -5.736, -2.327], [4.440, 2.042, -2.301], [2.853, 0.738, -1.758], [-5.033, 1.338, 4.698], [2.067, 2.040, 2.734], [-0.197, -2.630, -4.469], [-3.434, 0.563, 3.482], [0.486, 3.879, 1.038], [-3.350, -0.332, -1.477], [1.806, -2.021, -0.364], [-0.433, -2.928, -1.831], [-1.787, 2.209, 2.737], [-0.066, -1.573, -4.174], [-4.377, -0.464, -1.850], [-0.860, 0.995, -0.662], [-0.421, -1.612, 2.991], [-3.364, -0.395, -0.375], [-2.392, 1.229, -4.441], [-0.279, 0.052, -2.036], [4.203, -1.461, -2.187], [-2.722, -1.146, -1.873], [-2.765, 5.396, 3.433], [0.885, -2.743, 3.373], [-1.253, -4.221, -2.779], [-1.288, -2.842, -4.484], [0.536, -3.432, -3.551], [-0.660, 2.424, 1.992], [0.354, 0.341, 5.049], [0.720, -2.145, 1.728], [4.088, 2.147, -0.609], [2.079, 1.496, -1.975], [0.368, -2.887, -5.849], [-0.774, 5.815, 1.981], [3.769, -2.028, 2.476], [-0.349, 3.710, 1.709], [0.347, 0.696, 1.415], [2.153, 0.999, 2.375], [3.800, -2.019, 4.248], [0.456, -4.901, -1.686], [-2.582, 3.270, 3.279], [3.363, -1.489, 0.277], [3.382, -2.062, -1.802]], "s_squared": 3.773, "de_lowest_kj_mol": 0.00, "homo_ev": [-7.179, -7.427], "multiplicity": 4, "total_energy_ev": -96385.9329}


2.
{"formula": "C25H47CoN8SSi", "method": "ωB97M-V/def2-TZVPD", "elements": ["H", "H", "H", "H", "H", "H", "H", "H", "Si", "H", "H", "C", "H", "C", "N", "N", "C", "C", "C", "H", "H", "H", "H", "C", "Co", "H", "H", "C", "C", "C", "S", "H", "H", "H", "H", "H", "C", "H", "C", "H", "H", "H", "N", "C", "N", "C", "H", "N", "C", "H", "H", "C", "C", "H", "N", "H", "H", "H", "H", "H", "H", "C", "C", "H", "H", "N", "C", "C", "H", "N", "C", "C", "H", "H", "H", "H", "C", "H", "H", "C", "C", "H", "H"], "positions_angstrom": [[-2.343, -2.359, -3.376], [-0.887, 6.089, -0.334], [-5.685, -0.515, 1.207], [-3.822, 0.603, 3.418], [-4.565, 1.554, -0.735], [2.119, -1.486, 1.819], [2.894, -3.128, -1.580], [-2.589, -2.254, -1.636], [0.191, -2.018, -0.198], [-3.867, 2.301, 2.894], [2.914, -3.037, 2.088], [3.598, 1.004, 3.796], [0.888, 6.083, -0.360], [-0.616, -2.892, -2.282], [-0.113, 3.110, -0.232], [-2.089, 0.578, -0.204], [1.743, -3.023, 0.276], [4.493, 1.109, 2.773], [-4.630, 1.886, 0.307], [3.041, -1.573, -0.746], [-0.140, 1.709, 1.994], [1.377, -3.215, -3.064], [0.017, -4.934, -1.901], [-0.025, 4.948, -1.924], [0.134, 0.420, -0.330], [-1.023, -2.434, 1.903], [0.846, -1.515, -3.133], [2.658, 1.080, 1.165], [-1.862, -2.058, -2.433], [1.576, -4.548, 0.283], [-0.073, 1.118, -2.742], [1.182, -2.884, 2.399], [-1.009, 3.318, 0.196], [-1.331, -4.731, -3.007], [-4.455, -0.853, -0.003], [5.986, 1.306, 0.505], [4.410, 1.294, -0.936], [-4.160, -1.250, 1.710], [-4.607, -0.517, 1.030], [5.050, 1.393, -1.803], [-5.690, 2.020, 0.532], [-2.184, -2.400, 0.565], [-0.076, 3.609, -1.528], [1.751, 0.967, 2.241], [-0.006, 3.696, -3.612], [-0.009, 6.096, -0.984], [2.448, -5.001, 0.772], [0.016, 5.011, -3.207], [1.989, -2.570, 1.727], [-0.097, 0.219, 2.598], [-2.416, 1.320, -0.804], [4.916, 1.262, 0.329], [-4.026, 0.876, 1.274], [2.595, 1.174, -2.112], [-2.541, 0.882, 1.121], [0.692, -4.877, 0.837], [5.561, 1.160, 2.967], [-1.605, -4.547, -1.275], [-1.186, -3.835, 0.845], [-0.011, 7.018, -1.563], [-2.524, -0.271, -0.558], [-1.183, -2.742, 0.858], [0.520, -2.557, -3.207], [-2.165, 0.150, 1.713], [-5.352, 1.332, 2.919], [2.168, 1.071, -0.114], [-0.883, -4.352, -2.073], [-4.280, 1.306, 2.712], [0.623, 3.558, 0.302], [0.344, 0.821, 1.916], [2.946, -2.654, -0.598], [2.214, 0.934, 3.522], [1.536, -4.964, -0.723], [3.940, 0.970, 4.824], [-0.001, 3.484, -4.596], [-1.654, -0.989, -2.505], [-0.059, 2.809, -2.629], [1.511, 0.841, 4.346], [3.872, -3.003, -0.123], [4.038, 1.154, 1.432], [3.021, 1.183, -1.113], [0.164, -2.704, -4.240], [-4.143, 2.863, 0.407]], "s_squared": 6.012, "de_lowest_kj_mol": 70.71, "homo_ev": [-13.185, -13.995], "multiplicity": 5, "total_charge": 2, "total_energy_ev": -94934.8805}


3.
{"formula": "C25H48BIN2O7P", "method": "ωB97M-V/def2-TZVPD", "elements": ["C", "C", "H", "H", "C", "C", "O", "C", "H", "H", "N", "C", "O", "C", "H", "C", "H", "O", "C", "H", "H", "H", "B", "H", "C", "H", "H", "H", "H", "C", "H", "H", "H", "C", "H", "O", "H", "H", "I", "O", "H", "O", "H", "H", "C", "H", "C", "H", "H", "O", "C", "C", "H", "H", "H", "C", "C", "C", "H", "C", "H", "H", "C", "H", "H", "H", "H", "H", "H", "H", "C", "H", "P", "H", "H", "C", "N", "H", "C", "H", "H", "H", "C", "H", "H"], "positions_angstrom": [[1.232, -3.352, 2.961], [-0.660, -3.047, 1.153], [-2.443, 3.575, 1.331], [0.550, -6.173, -3.062], [1.875, -5.340, -5.975], [0.243, -0.565, 0.617], [2.031, 1.644, 2.258], [1.420, -1.167, -0.236], [-1.460, -6.792, -4.362], [-6.534, 2.222, 2.945], [-0.719, 3.747, 3.162], [-1.794, -0.896, 2.066], [1.862, 2.448, 1.145], [2.461, 5.674, -2.472], [0.500, -4.837, 1.555], [2.695, -1.229, 0.716], [0.273, -3.864, -5.993], [-3.022, -1.758, 4.162], [-5.781, 1.483, 3.327], [3.106, -2.276, 0.710], [1.640, -0.529, -1.138], [0.399, 7.720, -4.065], [-3.134, 1.296, 3.012], [1.802, 6.305, -0.495], [-0.478, -6.766, -4.840], [-1.632, -0.141, 4.886], [-6.281, 0.498, 3.506], [-0.621, -6.460, -5.877], [-4.689, 0.171, 1.935], [-0.705, -1.500, 1.274], [0.451, 2.508, -0.427], [-0.632, 8.169, -2.690], [-5.389, 1.920, 4.284], [2.498, 5.602, -0.956], [4.610, -0.286, 1.156], [-3.657, -2.326, 2.083], [-1.567, 4.187, 3.529], [-1.423, -3.513, 1.834], [-1.372, -3.580, -0.858], [1.761, -5.773, -4.627], [1.957, 2.270, 3.010], [-2.836, 1.921, 4.212], [-0.827, -3.098, 5.250], [1.856, -3.220, -5.569], [-2.895, -1.730, 2.787], [-0.066, -7.778, -4.850], [1.062, 1.765, 0.156], [-0.090, 6.020, -1.552], [2.777, 6.660, -2.827], [1.197, 5.334, -3.025], [0.099, 6.141, -2.625], [-0.921, 1.379, 1.494], [1.778, 1.322, -0.573], [1.514, -3.606, 0.753], [2.940, -5.358, -6.214], [0.450, -5.824, -4.092], [1.340, -3.938, -6.211], [-1.899, -1.228, 4.857], [1.490, -3.646, -7.252], [-1.119, -2.074, 5.584], [1.395, -6.061, -6.645], [1.138, -2.167, -0.663], [-1.919, 0.573, 2.183], [4.467, -0.658, -0.589], [2.224, 4.599, -0.617], [3.499, 5.832, -0.588], [3.602, 0.782, 0.126], [-0.778, 5.742, -3.140], [0.415, -3.212, 3.706], [1.844, -4.231, 3.314], [0.709, -3.729, 1.512], [-3.414, 2.684, 4.384], [-1.088, 3.268, 1.684], [-4.641, 1.880, 1.403], [3.177, 4.957, -2.879], [0.256, 7.607, -2.988], [0.124, 0.806, 0.752], [1.116, 8.060, -2.494], [-4.579, 1.229, 2.319], [2.386, -0.909, 1.748], [-0.762, -1.752, 6.591], [1.911, -2.467, 2.967], [3.882, -0.286, 0.294], [-0.211, 3.959, 0.807], [0.024, -4.815, -4.036]], "homo_ev": -11.278, "multiplicity": 1, "total_charge": 1, "total_energy_ev": -62068.3186}